Computed, not measured: C18H17N5O3 in the gas phase in a non-equilibrium geometry, with the ωB97M-V functional and the def2-TZVPD basis.

The total energy is -1195.64291 hartree.

Last column: Löwdin charge in e.
CARTESIAN COORDINATES (ANGSTROEM)
C 0.802966 -7.144422 -3.336415  -0.06
C -0.479801 -7.051350 -2.532180  -0.22
O -0.515448 -5.777853 -1.887998  -0.01
C -1.602335 -5.517874 -1.153677  -0.45
O -2.517453 -6.296452 -1.024961  0.11
C -1.556586 -4.177854 -0.522265  -0.13
C -0.483834 -3.308339 -0.698519  0.01
C -0.477896 -2.067331 -0.093309  0.01
C -1.553769 -1.679081 0.701526  -0.21
N -1.614904 -0.436814 1.343590  0.13
C -0.697505 0.568193 1.338759  -0.44
O 0.357505 0.565340 0.762198  0.11
C -1.174109 1.766814 2.188768  -0.04
N -0.184701 2.793322 2.186509  -0.21
N 0.718471 2.927906 3.128190  0.07
N 1.469107 3.909963 2.793848  0.09
C 1.004984 4.375091 1.611893  -0.30
C 1.579721 5.492576 0.894422  -0.18
C 2.665020 6.176827 1.437201  -0.03
C 3.214414 7.244857 0.754424  -0.08
C 2.688774 7.635301 -0.467262  -0.09
C 1.609965 6.954384 -1.009338  -0.08
C 1.053447 5.885248 -0.334056  -0.03
N -0.053051 3.670666 1.218469  0.19
C -2.630585 -2.548912 0.879848  -0.01
C -2.631109 -3.785618 0.273867  0.00
H 1.663860 -7.040167 -2.681495  0.08
H 0.835736 -6.354472 -4.082006  0.08
H 0.851076 -8.107361 -3.836310  0.08
H -0.530860 -7.835210 -1.767686  0.13
H -1.363270 -7.147617 -3.173756  0.13
H 0.348169 -3.610427 -1.314175  0.12
H 0.353798 -1.397457 -0.231251  0.10
H -2.458254 -0.291583 1.882791  0.14
H -2.099220 2.169678 1.767080  0.14
H -1.325181 1.451761 3.224295  0.14
H 3.060281 5.856683 2.388772  0.11
H 4.055847 7.776209 1.174331  0.10
H 3.120951 8.470824 -0.998424  0.10
H 1.203269 7.259336 -1.962523  0.10
H 0.215207 5.342488 -0.743167  0.11
H -3.466073 -2.248671 1.496926  0.11
H -3.456622 -4.468601 0.403065  0.12

Atoms 1-6, force components in eV/Å:
C -0.3 0.2 0.3
C -0.1 -0.5 -0.2
O 0.2 0.3 0.0
C -0.3 -0.2 0.0
O 0.1 0.1 0.0
C 0.0 0.2 0.1